# 1
{"formula": "C15H39AlFN2", "method": "ωB97M-V/def2-TZVPD", "species": ["H", "H", "C", "N", "H", "H", "H", "H", "C", "C", "H", "H", "H", "H", "C", "H", "H", "H", "C", "H", "H", "H", "F", "C", "C", "H", "C", "C", "H", "C", "H", "N", "H", "H", "C", "H", "C", "H", "H", "H", "H", "H", "H", "H", "H", "H", "H", "H", "H", "H", "Al", "C", "C", "H", "C", "H", "H", "H"], "xyz": [[2.228, 4.003, -0.861], [4.401, -2.257, 2.437], [4.038, 2.842, -0.274], [1.976, -3.361, 1.484], [3.113, -1.835, 0.656], [-4.242, 1.491, 1.235], [3.013, -1.698, 3.387], [3.949, 2.869, 0.833], [3.636, -2.563, 3.152], [3.803, -3.625, -0.288], [-3.587, 0.208, -0.929], [2.135, -4.038, 3.442], [-5.853, 0.683, -1.133], [-4.582, 3.847, -2.522], [2.687, -2.791, 0.345], [-3.438, 4.306, 0.257], [3.457, -4.570, 2.413], [-4.219, 5.437, -0.831], [-6.740, 2.360, -2.087], [4.715, 3.697, -0.550], [1.719, 0.234, 0.011], [-2.674, 0.692, 1.199], [4.379, 0.501, 0.137], [0.975, -4.365, 1.159], [-5.713, 1.769, -1.131], [4.427, -2.982, -0.913], [-4.229, 4.399, -0.485], [-3.361, 1.267, -0.761], [-7.742, 2.025, -1.806], [1.464, -5.741, 0.697], [4.150, -2.867, 4.068], [-4.340, 2.056, -1.505], [-2.371, 1.414, -1.202], [0.377, 1.282, -1.914], [-3.263, 1.493, 0.748], [-5.189, 4.231, 0.007], [4.763, 1.528, -0.747], [2.246, -6.144, 1.343], [0.108, 2.177, 0.503], [-5.943, 2.110, -0.111], [0.631, -6.450, 0.715], [2.882, 2.879, -2.122], [1.967, -2.518, -0.429], [-2.755, 2.427, 0.986], [4.457, -4.087, 0.456], [-6.744, 3.452, -2.059], [3.409, -4.410, -0.936], [4.410, 1.269, -1.770], [0.348, -4.511, 2.046], [-2.965, 3.543, -1.999], [1.192, 1.631, -0.552], [2.659, 2.984, -1.029], [2.794, -3.718, 2.628], [5.867, 1.606, -0.683], [-4.006, 3.461, -1.674], [0.298, -3.960, 0.401], [-6.553, 2.038, -3.113], [1.835, -5.717, -0.327]], "atomic_forces_ev_per_a": [[0.390, -0.588, -0.194], [-0.061, 0.051, 0.012], [0.224, 0.168, -1.303], [-0.269, -0.202, -0.125], [-0.102, -0.032, 0.019], [-0.031, 0.009, -0.041], [0.000, -0.010, -0.121], [0.022, -0.282, -0.612], [0.092, 0.006, 0.008], [0.059, -0.104, -0.167], [-0.157, 0.071, -0.073], [-0.133, -0.073, -0.157], [0.219, -0.004, 0.061], [-0.071, -0.077, 0.059], [0.241, 0.371, 0.065], [-0.081, -0.051, 0.042], [0.086, -0.067, 0.076], [-0.004, -0.027, -0.016], [-0.049, 0.060, 0.025], [-0.373, -0.551, 0.230], [0.200, -0.234, 0.123], [0.038, 0.060, -0.057], [0.466, -0.070, -0.447], [-0.133, 0.058, 0.194], [-0.014, 0.183, -0.053], [-0.040, 0.030, 0.042], [0.092, 0.196, 0.107], [0.188, -0.262, -0.010], [0.030, 0.006, 0.015], [-0.122, -0.190, -0.130], [-0.018, -0.035, -0.028], [0.143, -0.175, -0.068], [-0.065, 0.138, -0.010], [-0.139, 0.081, -0.291], [0.029, 0.005, 0.148], [0.012, -0.039, -0.023], [-0.807, 0.934, 0.961], [0.016, 0.046, -0.011], [-0.151, 0.372, 0.270], [-0.114, -0.017, 0.065], [0.014, 0.029, 0.014], [-0.203, 0.260, 0.675], [-0.123, -0.047, 0.175], [0.006, -0.036, 0.014], [-0.027, 0.002, 0.005], [0.009, -0.027, -0.038], [0.069, -0.077, 0.069], [0.374, 0.012, 0.646], [0.116, 0.042, 0.068], [0.012, -0.230, 0.124], [-0.088, -0.099, -0.306], [0.513, 0.053, 0.402], [0.089, 0.128, -0.019], [-0.507, -0.075, -0.157], [-0.169, 0.153, -0.297], [0.149, 0.113, -0.032], [0.069, 0.042, 0.026], [0.085, 0.000, 0.045]], "nbo_charge": [0.2010, 0.2096, -0.4282, -0.4436, 0.2286, 0.1813, 0.2218, 0.2041, -0.6154, -0.6368, 0.1784, 0.1852, 0.1917, 0.1772, -0.2336, 0.2149, 0.1457, 0.2010, -0.6144, 0.1662, -0.4068, 0.2229, -0.3843, -0.2035, -0.2092, 0.2150, -0.6377, -0.2196, 0.2008, -0.6341, 0.1953, -0.4525, 0.2351, -0.4248, -0.6342, 0.1935, 0.0541, 0.1985, -0.4223, 0.1532, 0.1995, 0.1888, 0.2140, 0.2140, 0.1915, 0.1984, 0.1892, 0.1655, 0.1787, 0.2146, 0.8841, -0.9347, -0.2071, 0.1418, -0.2179, 0.1978, 0.2074, 0.2003], "homo_ha": -0.1739, "charge": -1, "molar_mass_g_mol": 293.47, "lumo_ev": 3.0, "gap_ev": 7.75}

=====

# 2
{"formula": "C43H56IrN6O4", "method": "ωB97M-V/def2-TZVPD", "species": ["H", "C", "C", "H", "H", "C", "H", "H", "H", "H", "H", "C", "C", "H", "C", "O", "H", "C", "C", "C", "O", "C", "C", "C", "H", "C", "H", "H", "H", "H", "C", "H", "C", "H", "H", "O", "H", "C", "C", "H", "N", "Ir", "H", "H", "C", "C", "H", "C", "C", "H", "H", "C", "N", "H", "H", "H", "H", "C", "C", "C", "C", "H", "N", "H", "H", "H", "H", "H", "N", "C", "C", "C", "H", "C", "H", "C", "H", "H", "C", "C", "H", "H", "H", "H", "C", "C", "C", "H", "H", "C", "C", "H", "C", "H", "N", "O", "H", "C", "H", "C", "H", "C", "H", "H", "N", "H", "C", "H", "H", "H"], "xyz": [[3.160, -1.224, -5.465], [-0.097, -3.833, 2.104], [-0.700, -1.520, -7.162], [-4.909, 3.904, 2.438], [-4.112, 0.364, 3.465], [1.973, 4.514, -0.828], [-7.284, 2.025, -0.261], [-2.416, 4.139, 2.213], [0.216, -0.959, -7.357], [2.180, -3.514, -4.929], [-3.514, 0.763, -2.575], [5.498, 2.573, 3.407], [-0.738, -0.869, -4.707], [5.832, 2.019, 5.464], [2.707, -1.971, -3.453], [1.959, 0.452, 2.798], [-0.926, 2.796, -0.787], [-0.684, -0.233, -2.382], [0.563, -1.385, -4.590], [3.450, -1.985, -2.111], [1.337, -0.588, -1.185], [-2.363, 1.130, 0.642], [5.111, 2.314, 4.711], [1.488, -1.949, 3.928], [-0.996, 1.154, -6.523], [4.170, 3.864, 0.144], [-6.285, 2.971, -3.683], [2.413, 5.447, -1.160], [-3.340, 1.431, 4.644], [0.866, -2.716, 4.380], [4.517, 2.965, 2.506], [1.921, 1.337, 2.398], [-5.406, 2.774, -3.067], [-1.334, 2.800, 2.635], [2.516, -2.319, 3.882], [-1.343, 0.812, 1.388], [4.404, -2.492, -2.261], [-1.508, -0.906, -6.019], [2.978, 2.767, 4.169], [-0.006, 4.942, -1.573], [3.851, 2.438, 5.116], [0.159, 0.083, 0.302], [1.938, 2.831, 4.472], [-0.370, -4.355, 1.190], [3.563, -1.174, -4.453], [4.922, 3.441, 1.164], [3.569, -3.897, -3.915], [-4.542, 2.063, 0.372], [0.635, 4.237, -1.062], [-3.336, -1.788, -6.769], [-2.550, -2.753, -5.510], [-4.578, 1.664, -0.986], [1.232, -0.372, 1.992], [-5.395, 2.582, 0.775], [-0.938, -3.916, 2.799], [-4.660, 2.285, -3.695], [-2.539, 0.999, -5.673], [2.582, -3.431, -3.919], [-3.300, 1.080, 3.611], [-2.293, 3.265, 2.859], [-2.789, -1.736, -5.826], [-6.597, -0.099, -1.527], [0.884, 2.101, -0.049], [1.490, -1.070, 4.569], [-1.299, -1.501, -8.073], [6.531, 2.498, 3.096], [-2.355, 0.565, 3.459], [-6.637, 3.600, -0.765], [-1.140, 0.277, -1.187], [-5.804, 1.904, -1.862], [-1.887, 0.532, -6.414], [0.197, -2.410, 1.797], [-5.586, 0.024, -2.970], [0.693, -0.726, -2.299], [3.653, -0.981, -1.744], [2.163, 2.386, 0.191], [4.577, -1.578, -4.471], [-2.416, 0.522, -7.367], [2.752, 3.599, -0.133], [-4.753, 3.005, 3.039], [-0.440, -2.562, -6.961], [-7.216, 0.702, -2.978], [0.768, -4.312, 2.558], [-4.999, 3.732, -2.737], [-6.327, 0.548, -2.364], [-3.480, 1.815, 1.206], [-3.475, 1.047, -1.541], [5.990, 3.608, 1.064], [-7.781, 2.741, -1.790], [0.117, 3.032, -0.638], [-2.334, 0.794, -0.779], [2.895, -2.525, -1.344], [-1.351, -0.311, -3.586], [2.779, 1.582, 0.575], [-0.330, -1.821, 0.610], [-0.975, -2.551, -0.224], [-4.689, 3.315, 4.082], [0.971, -1.592, 2.568], [-2.358, 0.048, -3.675], [-6.935, 2.610, -1.114], [-5.626, 2.357, 2.940], [-3.460, 2.280, 2.662], [-2.274, 3.608, 3.895], [1.934, -3.994, -3.246], [3.236, 3.019, 2.889], [3.618, -0.124, -4.158], [1.303, -1.349, -3.429], [1.010, -1.846, -5.458], [-3.450, -1.295, -5.078], [4.666, 4.509, -0.576]], "atomic_forces_ev_per_a": [[0.008, 0.009, 0.010], [-0.125, 0.031, -0.027], [0.005, -0.001, 0.029], [-0.012, -0.013, 0.004], [0.003, 0.012, 0.020], [-0.025, 0.143, 0.105], [0.000, 0.016, -0.005], [-0.001, 0.001, 0.028], [-0.002, -0.018, -0.005], [0.003, -0.005, 0.012], [-0.003, 0.010, -0.020], [0.135, 0.030, -0.042], [0.092, -0.048, -0.056], [0.019, -0.006, -0.035], [0.025, 0.057, 0.073], [-0.063, 0.001, -0.070], [0.015, -0.047, -0.016], [-0.046, -0.029, 0.019], [-0.039, 0.004, -0.038], [-0.049, -0.002, -0.010], [0.082, -0.088, -0.063], [0.082, -0.117, 0.000], [0.033, 0.046, 0.019], [0.185, 0.120, -0.163], [-0.014, -0.001, -0.012], [-0.016, -0.002, -0.010], [0.015, -0.004, -0.001], [-0.053, 0.007, -0.008], [-0.012, -0.007, -0.007], [-0.009, -0.011, -0.005], [0.125, -0.242, -0.168], [0.062, -0.001, 0.030], [0.006, -0.006, 0.030], [-0.011, 0.017, 0.031], [-0.016, 0.012, 0.014], [-0.227, 0.176, -0.017], [-0.004, -0.003, -0.011], [-0.066, 0.011, -0.041], [0.147, 0.019, 0.024], [0.019, 0.005, 0.013], [-0.130, -0.041, -0.127], [0.381, 0.262, 0.138], [0.001, 0.022, 0.009], [-0.014, 0.020, 0.009], [-0.039, -0.016, 0.007], [-0.091, 0.118, 0.206], [-0.006, 0.001, -0.011], [0.029, -0.042, 0.053], [0.040, 0.067, 0.000], [-0.005, 0.001, 0.010], [-0.012, 0.005, -0.012], [-0.032, 0.015, 0.021], [-0.145, -0.069, 0.024], [-0.022, -0.010, -0.034], [0.000, -0.007, -0.018], [-0.009, 0.010, 0.009], [0.008, 0.004, -0.015], [-0.013, 0.011, 0.000], [-0.015, -0.017, -0.043], [-0.007, -0.038, -0.038], [0.032, 0.009, 0.028], [-0.002, 0.004, -0.015], [-0.214, -0.296, -0.039], [-0.037, -0.040, 0.047], [0.004, -0.003, 0.000], [0.002, 0.016, 0.072], [-0.012, 0.003, 0.008], [-0.011, -0.014, 0.008], [0.064, 0.099, -0.018], [-0.033, 0.003, -0.059], [0.021, -0.021, 0.029], [-0.008, 0.021, -0.209], [-0.014, 0.005, 0.010], [-0.038, 0.013, 0.110], [0.012, -0.015, 0.005], [0.197, -0.240, -0.218], [-0.010, -0.005, -0.011], [-0.003, 0.006, 0.010], [-0.016, 0.221, 0.042], [-0.004, -0.002, -0.002], [0.010, 0.012, -0.008], [0.013, -0.007, 0.001], [-0.014, -0.006, 0.023], [-0.010, -0.007, -0.012], [0.008, 0.012, 0.020], [-0.124, 0.044, -0.020], [0.002, 0.007, -0.029], [-0.024, 0.161, 0.153], [0.000, 0.003, 0.009], [0.037, 0.063, 0.087], [0.021, -0.106, 0.030], [0.020, 0.011, -0.001], [-0.019, 0.025, 0.105], [-0.075, 0.007, 0.076], [-0.344, -0.078, 0.046], [0.240, 0.074, 0.209], [-0.003, 0.003, -0.008], [0.073, -0.051, -0.003], [-0.006, 0.007, -0.046], [0.021, 0.001, 0.011], [0.003, 0.016, 0.004], [0.133, -0.038, 0.015], [-0.007, 0.009, -0.014], [0.017, -0.013, -0.008], [-0.217, 0.062, 0.075], [0.026, -0.005, -0.011], [0.076, -0.011, -0.058], [-0.013, 0.027, -0.010], [0.002, -0.015, -0.012], [0.030, -0.336, -0.239]], "lowdin_spin": [0.0000, 0.0329, 0.0007, 0.0001, 0.0000, 0.0011, 0.0002, 0.0001, 0.0001, 0.0000, -0.0019, 0.0002, 0.1570, 0.0000, 0.0062, 0.1344, 0.0019, 0.1082, 0.0476, -0.0006, 0.2801, 0.1381, 0.0000, 0.0054, 0.0002, 0.0001, 0.0009, 0.0001, 0.0001, 0.0003, 0.0000, 0.0011, 0.0067, 0.0001, 0.0031, 0.2522, -0.0001, 0.0172, 0.0001, -0.0001, 0.0001, 0.1734, 0.0003, 0.0013, 0.0048, -0.0002, 0.0002, 0.0621, 0.0001, 0.0015, 0.0002, 0.1209, 0.4478, 0.0016, 0.0144, -0.0001, 0.0000, 0.0037, 0.0020, 0.0027, 0.0101, 0.0002, 0.0053, 0.0004, -0.0002, 0.0000, -0.0002, 0.0001, 0.2002, 0.0128, 0.0095, 0.2590, -0.0001, 0.1401, -0.0002, 0.0009, 0.0004, 0.0014, -0.0002, -0.0004, 0.0001, 0.0009, 0.0053, 0.0002, 0.0068, 0.0541, 0.0040, 0.0000, -0.0001, 0.0035, 0.1051, 0.0001, 0.0183, -0.0001, 0.3969, 0.5349, -0.0001, 0.0980, -0.0015, 0.0010, 0.0001, 0.0022, 0.0001, 0.0001, -0.0002, 0.0000, 0.0997, 0.0004, 0.0000, 0.0000], "homo_ha": [-0.3194, -0.3892], "charge": 1, "molar_mass_g_mol": 913.18, "s2": 6.042, "lumo_ev": [-3.0, -5.1], "multiplicity": 5, "gap_ev": [5.70, 5.52]}

=====

The lowest charge belongs to which entry?
C15H39AlFN2